C47H36AuF9I2N5O2P | ωB97M-V/def2-TZVPD

```
! wB97M-V def2-TZVPD RIJCOSX def2/J DEFGRID3
* xyz 2 1
Au 0.96 0.54 -0.84
I -2.68 4.17 -6.04
C -1.90 3.72 -4.15
C -2.75 3.56 -3.06
C -2.21 3.15 -1.86
I -3.41 2.93 -0.15
C -0.82 2.86 -1.70
O -0.41 2.32 -0.63
C 0.04 3.23 -2.78
C 1.52 3.32 -2.54
N 2.18 2.04 -2.29
C 2.44 1.22 -3.47
C 3.04 -0.08 -3.03
C 4.15 -0.62 -3.67
C 4.69 -1.82 -3.22
C 4.09 -2.45 -2.15
C 3.00 -1.85 -1.55
N 2.50 -0.70 -1.98
C -0.51 3.61 -3.98
H -3.81 3.75 -3.15
H 1.66 3.92 -1.63
H 1.99 3.85 -3.38
H 3.07 2.23 -1.83
H 3.10 1.71 -4.19
H 1.47 1.04 -3.96
H 4.60 -0.09 -4.50
H 5.55 -2.24 -3.71
H 4.47 -3.39 -1.77
H 2.49 -2.30 -0.71
H 0.14 3.84 -4.82
C -2.46 -6.06 0.50
C -3.38 -5.09 -0.15
C -3.40 -3.75 0.27
C -4.20 -2.82 -0.34
C -5.01 -3.19 -1.42
N -5.76 -2.27 -2.12
C -5.66 -0.88 -2.13
O -6.61 -0.19 -2.37
N -4.42 -0.35 -1.81
C -3.17 -0.81 -2.17
C -2.96 -1.71 -3.22
C -1.67 -2.08 -3.53
C -0.61 -1.54 -2.83
N -0.80 -0.68 -1.83
C -2.03 -0.33 -1.50
C -5.07 -4.55 -1.80
C -4.26 -5.47 -1.17
H -1.52 -5.59 0.75
H -2.29 -6.92 -0.13
H -2.90 -6.41 1.44
H -2.79 -3.45 1.11
H -4.25 -1.81 0.04
H -6.60 -2.61 -2.57
H -4.48 0.61 -1.47
H -3.80 -2.09 -3.78
H -1.48 -2.77 -4.34
H 0.41 -1.79 -3.06
H -2.12 0.35 -0.66
H -5.73 -4.86 -2.59
H -4.29 -6.50 -1.48
F -1.13 -4.26 4.99
C -1.71 -3.06 5.01
F -1.88 -2.70 6.27
F -2.94 -3.24 4.47
C -0.93 -2.05 4.19
C -0.71 -0.76 4.66
C -0.03 0.15 3.87
C 0.40 -0.23 2.60
C 0.18 -1.53 2.14
C -0.48 -2.44 2.94
P 1.37 0.86 1.51
C 3.03 0.62 2.21
C 3.87 -0.32 1.63
C 5.07 -0.64 2.23
C 5.43 0.00 3.41
C 4.61 0.97 3.98
C 3.40 1.28 3.38
C 6.70 -0.42 4.11
F 7.66 -0.74 3.24
F 6.48 -1.51 4.87
F 7.18 0.53 4.91
C 0.90 2.57 1.85
C 1.83 3.57 1.56
C 1.43 4.89 1.56
C 0.10 5.21 1.85
C -0.81 4.21 2.17
C -0.42 2.89 2.15
C -0.36 6.65 1.79
F -0.15 7.28 2.94
F 0.29 7.33 0.83
F -1.66 6.74 1.51
H -1.05 -0.48 5.64
H 0.15 1.15 4.23
H 0.52 -1.81 1.15
H -0.64 -3.45 2.60
H 3.58 -0.81 0.72
H 5.73 -1.38 1.80
H 4.92 1.47 4.88
H 2.75 2.02 3.82
H 2.85 3.31 1.31
H 2.13 5.68 1.33
H -1.84 4.47 2.40
H -1.14 2.11 2.35
*
```

Results
HOMO energy (alpha / beta)	-11.97 / -11.97	eV
E	-114496.079	eV
lowest unoccupied orbital energy (alpha / beta)	-9.03 / -9.03	eV


C47H36GeN3O2PtS2 | ωB97M-V/def2-TZVPD

```
! wB97M-V def2-TZVPD RIJCOSX def2/J DEFGRID3
* xyz 0 2
Pt 0.09 -0.12 -0.09
C -1.31 -6.15 -4.64
C -1.31 -5.38 -3.35
C -0.14 -4.84 -2.84
C -0.14 -4.11 -1.66
C -1.34 -3.90 -1.00
C -2.53 -4.46 -1.47
C -2.50 -5.20 -2.64
S -1.35 -2.83 0.40
O 0.02 -2.78 0.86
O -2.39 -3.28 1.29
N -1.65 -1.34 -0.17
C -2.89 -0.73 -0.25
C -4.12 -1.34 -0.31
C -5.30 -0.57 -0.42
C -5.29 0.79 -0.44
C -4.05 1.45 -0.33
C -3.93 2.86 -0.26
C -2.72 3.44 -0.07
C -1.57 2.61 0.01
N -1.64 1.32 -0.09
C -2.86 0.70 -0.25
H -0.32 -6.16 -5.09
H -2.00 -5.71 -5.36
H -1.63 -7.19 -4.49
H 0.80 -4.98 -3.37
H 0.77 -3.68 -1.27
H -3.44 -4.33 -0.91
H -3.42 -5.64 -3.01
H -4.18 -2.41 -0.25
H -6.25 -1.09 -0.48
H -6.20 1.36 -0.52
H -4.83 3.47 -0.33
H -2.61 4.51 0.01
H -0.58 3.03 0.15
S 1.67 -0.07 4.21
C -0.02 -0.38 4.44
C -0.71 -0.62 5.63
C -2.07 -0.84 5.56
C -2.73 -0.81 4.33
C -2.05 -0.57 3.15
C -0.68 -0.34 3.21
N 0.17 -0.08 2.14
C 1.40 0.07 2.51
C 2.43 0.40 1.52
C 3.76 0.58 1.90
C 4.70 0.98 0.97
C 4.29 1.21 -0.34
C 2.97 1.01 -0.72
C 1.99 0.58 0.18
H -0.18 -0.65 6.58
H -2.62 -1.04 6.47
H -3.80 -1.00 4.29
H -2.57 -0.57 2.20
H 4.05 0.41 2.93
H 5.73 1.12 1.26
H 5.01 1.55 -1.08
H 2.71 1.21 -1.74
C -4.20 -0.30 -4.41
C -3.59 -1.42 -3.85
C -2.31 -1.32 -3.32
C -1.61 -0.11 -3.34
C -2.23 1.00 -3.93
C -3.52 0.90 -4.46
Ge 0.17 0.00 -2.52
C 1.22 -1.42 -3.38
C 2.29 -2.04 -2.75
C 3.04 -3.02 -3.40
C 2.72 -3.39 -4.70
C 1.65 -2.78 -5.34
C 0.90 -1.81 -4.69
C 0.91 1.68 -3.24
C 0.43 2.93 -2.84
C 0.94 4.11 -3.36
C 1.95 4.07 -4.32
C 2.43 2.84 -4.75
C 1.91 1.66 -4.22
H -5.21 -0.38 -4.82
H -4.11 -2.37 -3.82
H -1.84 -2.19 -2.89
H -1.72 1.95 -3.99
H -3.98 1.77 -4.91
H 2.54 -1.77 -1.72
H 3.87 -3.50 -2.89
H 3.30 -4.15 -5.21
H 1.39 -3.07 -6.36
H 0.06 -1.35 -5.20
H -0.36 2.99 -2.10
H 0.55 5.07 -3.03
H 2.35 4.99 -4.73
H 3.21 2.80 -5.50
H 2.30 0.71 -4.56
*
```

Results
expectation value of S²	0.755
HOMO energy (alpha / beta)	-7.71 / -7.75	eV
E	-139323.672	eV
lowest unoccupied orbital energy (alpha / beta)	-0.16 / -0.87	eV


C47H37Br2F6ILaN2O10S2 | ωB97M-V/def2-TZVPD

```
! wB97M-V def2-TZVPD RIJCOSX def2/J DEFGRID3
* xyz -1 1
La -0.77 -0.09 -0.68
C -0.52 0.29 5.94
C -0.06 0.95 4.65
C 0.70 2.25 4.96
O 0.76 0.05 3.95
C 0.61 0.33 2.58
C -0.86 0.86 2.47
O -1.16 1.23 3.81
C -2.06 0.01 1.87
O -1.61 -0.94 0.98
C -2.84 -0.66 3.00
C -4.04 -0.16 3.50
C -4.71 -0.81 4.52
C -4.19 -1.98 5.06
C -3.01 -2.49 4.56
C -2.35 -1.85 3.53
C -3.01 0.98 1.13
C -3.15 2.33 1.42
C -3.98 3.13 0.66
C -4.73 2.59 -0.38
C -4.66 1.23 -0.62
C -3.80 0.43 0.11
C 1.25 -0.76 1.65
O 1.01 -0.41 0.33
C 2.77 -0.63 1.89
C 3.58 -1.60 2.46
C 4.94 -1.40 2.58
C 5.53 -0.24 2.12
C 4.74 0.74 1.55
C 3.38 0.54 1.44
C 0.82 -2.19 1.96
C 0.82 -2.71 3.25
C 0.48 -4.03 3.49
C 0.11 -4.86 2.45
C 0.10 -4.36 1.16
C 0.48 -3.05 0.91
H 0.34 0.14 6.58
H -0.99 -0.66 5.70
H -1.25 0.93 6.43
H 1.61 2.02 5.51
H 0.07 2.91 5.56
H 0.96 2.76 4.03
H 1.22 1.22 2.35
H -0.80 1.77 1.87
H -4.45 0.75 3.09
H -5.64 -0.42 4.88
H -4.71 -2.48 5.87
H -2.59 -3.40 4.97
H -1.45 -2.26 3.11
H -2.62 2.76 2.26
H -4.04 4.19 0.87
H -5.37 3.22 -0.98
H -5.27 0.79 -1.40
H -3.76 -0.65 -0.07
H 3.15 -2.53 2.81
H 5.55 -2.18 3.03
H 6.60 -0.10 2.20
H 5.18 1.65 1.17
H 2.77 1.32 0.99
H 1.08 -2.06 4.08
H 0.50 -4.41 4.50
H -0.18 -5.88 2.64
H -0.19 -5.00 0.34
H 0.52 -2.67 -0.10
F 1.61 4.52 0.73
C 1.43 4.36 -0.58
F 2.54 3.84 -1.09
F 1.27 5.58 -1.11
S -0.10 3.29 -0.88
O 0.11 2.15 -0.04
O -1.19 4.15 -0.58
N 0.07 2.98 -2.43
S -1.05 1.99 -2.88
O -0.63 1.04 -3.86
O -1.82 1.54 -1.75
C -2.31 3.06 -3.78
F -1.82 3.75 -4.81
F -2.85 3.94 -2.94
F -3.29 2.29 -4.24
N 1.34 -4.08 -2.61
C 2.22 -3.32 -2.63
H 0.51 -4.63 -2.57
Br 5.44 1.15 -2.09
C 4.42 1.37 -3.65
C 5.06 1.80 -4.81
C 4.32 1.99 -5.96
C 2.95 1.75 -5.94
C 2.33 1.31 -4.78
C 3.06 1.11 -3.61
I 2.07 0.45 -1.77
H 6.12 1.98 -4.79
H 4.80 2.33 -6.86
H 2.36 1.91 -6.83
H 1.27 1.12 -4.78
Br 0.34 -3.12 -8.67
C -0.09 -2.54 -6.91
C 0.92 -2.10 -6.07
C 0.60 -1.77 -4.77
C -0.72 -1.85 -4.33
C -1.72 -2.25 -5.20
C -1.41 -2.61 -6.50
C -1.04 -1.50 -2.91
O -2.16 -1.07 -2.60
O -0.11 -1.65 -2.08
H 1.94 -2.04 -6.42
H 1.37 -1.46 -4.08
H -2.74 -2.30 -4.84
H -2.18 -2.93 -7.19
*
```

Results
HOMO energy	-6.17	eV
E	-259817.829	eV
lowest unoccupied orbital energy	2.20	eV


C47H37Cl2N7O2P2SV | ωB97M-V/def2-TZVPD

```
! wB97M-V def2-TZVPD RIJCOSX def2/J DEFGRID3
* xyz 0 4
V 0.51 0.18 -0.22
Cl 4.36 4.66 -3.67
C 3.11 3.51 -3.30
C 3.27 2.69 -2.19
C 2.29 1.77 -1.85
N 2.32 0.91 -0.75
C 3.40 0.58 -0.04
O 4.55 1.03 -0.08
C 3.08 -0.54 0.94
C 4.09 -1.10 1.71
C 3.78 -2.16 2.55
C 2.48 -2.63 2.59
C 1.52 -2.02 1.79
N 1.82 -1.00 0.99
C 1.10 1.67 -2.62
C 0.97 2.49 -3.74
C 1.97 3.40 -4.07
Cl 1.74 4.40 -5.47
N 0.14 0.80 -2.10
C -0.99 0.36 -2.82
O -1.65 1.30 -3.67
C -1.84 -1.68 -2.50
C -3.28 -1.75 -3.04
C -4.14 -2.44 -2.03
C -3.60 -3.19 -1.07
C -2.15 -3.37 -0.99
N -1.30 -2.70 -1.66
H 4.17 2.75 -1.59
H 5.08 -0.68 1.62
H 4.55 -2.61 3.17
H 2.19 -3.46 3.22
H 0.49 -2.35 1.81
H 0.09 2.44 -4.36
H -3.44 -2.17 -4.03
H -5.22 -2.33 -2.11
H -4.22 -3.72 -0.36
H -1.76 -4.12 -0.30
C -2.13 2.86 -0.92
N -1.75 1.80 0.03
P -0.66 2.02 1.35
C -1.70 2.57 2.75
C -3.08 2.71 2.64
C -3.83 3.08 3.75
C -3.21 3.32 4.96
C -1.83 3.18 5.07
C -1.08 2.81 3.97
C 0.33 3.50 0.99
C 1.71 3.33 1.07
C 2.58 4.38 0.78
C 2.06 5.61 0.42
C 0.68 5.81 0.38
C -0.18 4.76 0.67
P -2.19 0.16 -0.15
C -3.95 0.09 0.31
C -4.36 -0.89 1.21
C -5.68 -0.95 1.64
C -6.60 -0.02 1.18
C -6.20 0.97 0.30
C -4.89 1.03 -0.14
C -2.13 -0.22 -1.95
C -3.34 -0.21 -2.95
C -2.77 0.58 -4.18
C -2.26 -0.32 -5.28
C -1.24 -1.10 -4.95
C -0.82 -1.06 -3.52
H -2.79 3.59 -0.46
H -2.62 2.41 -1.78
H -1.24 3.36 -1.30
H -3.57 2.52 1.69
H -4.91 3.19 3.65
H -3.80 3.61 5.82
H -1.35 3.37 6.02
H -0.01 2.69 4.06
H 2.12 2.36 1.32
H 3.65 4.22 0.82
H 2.73 6.43 0.17
H 0.28 6.78 0.11
H -1.24 4.94 0.66
H -3.63 -1.60 1.58
H -5.99 -1.72 2.34
H -7.63 -0.06 1.52
H -6.92 1.71 -0.06
H -4.59 1.81 -0.82
H -4.28 0.21 -2.60
H -3.48 1.31 -4.55
H -2.67 -0.26 -6.28
H -0.72 -1.72 -5.67
H 0.17 -1.46 -3.34
S -1.51 -1.05 3.45
C -1.90 -2.58 3.95
N -2.77 -2.74 5.02
C -3.15 -3.94 5.50
C -2.67 -5.07 4.93
C -1.78 -4.88 3.84
N -1.41 -3.72 3.38
H -3.11 -1.89 5.43
H -3.83 -3.93 6.34
H -2.94 -6.05 5.28
H -1.36 -5.75 3.34
*
```

Results
expectation value of S²	3.763
HOMO energy (alpha / beta)	-6.25 / -6.36	eV
E	-144010.360	eV
lowest unoccupied orbital energy (alpha / beta)	-0.69 / -0.69	eV


C47H37N8O2SV | ωB97M-V/def2-TZVPD

```
! wB97M-V def2-TZVPD RIJCOSX def2/J DEFGRID3
* xyz 1 4
V -0.94 0.00 -0.32
C 3.43 0.70 -2.10
C 2.50 1.87 -2.27
C 2.69 2.79 -3.30
C 1.81 3.85 -3.42
C 0.79 3.98 -2.49
C 0.69 3.04 -1.47
N 1.51 1.99 -1.38
C -0.29 3.19 -0.36
C -0.64 4.46 0.06
C -1.34 4.62 1.27
C -1.58 3.53 2.05
C -1.22 2.26 1.57
N -0.67 2.08 0.33
C -1.31 1.04 2.31
C -1.87 0.90 3.62
C -1.72 -0.25 4.29
C -0.86 -1.33 3.71
C -0.95 -1.32 2.16
C 0.19 -2.19 1.57
N -0.76 0.01 1.65
H 4.31 1.00 -1.52
H 3.77 0.30 -3.05
H 2.92 -0.09 -1.54
H 3.51 2.67 -4.00
H 1.91 4.56 -4.22
H 0.08 4.79 -2.56
H -0.33 5.32 -0.51
H -1.61 5.61 1.60
H -2.01 3.63 3.04
H -2.41 1.73 4.06
H -2.12 -0.39 5.29
H -1.12 -2.32 4.08
H 0.83 -2.58 2.37
H 1.79 -0.98 1.06
H -0.22 -3.06 1.06
C -3.53 -1.84 2.49
C -4.62 -1.08 2.36
C -4.72 -0.09 1.33
C -3.67 0.03 0.46
N -2.57 -0.75 0.48
C -2.37 -1.74 1.53
C -3.57 1.03 -0.60
C -4.50 2.02 -0.90
C -4.24 2.87 -1.95
C -3.11 2.66 -2.74
C -2.24 1.65 -2.40
N -2.42 0.91 -1.29
C -1.09 1.22 -3.23
C -0.92 1.65 -4.54
C 0.10 1.11 -5.30
C 0.94 0.18 -4.72
C 0.72 -0.17 -3.40
N -0.28 0.32 -2.66
H -3.44 -2.58 3.28
H -5.45 -1.19 3.06
H -5.60 0.54 1.25
H -2.23 -2.73 1.07
H -5.41 2.11 -0.32
H -4.92 3.68 -2.18
H -2.91 3.28 -3.60
H -1.60 2.37 -4.97
H 0.24 1.41 -6.33
H 1.76 -0.27 -5.27
H 1.39 -0.87 -2.91
O 0.52 -1.18 4.21
S 1.54 0.06 3.82
O 1.44 1.09 4.85
N 1.01 -1.42 0.59
C 1.41 -2.23 -0.50
C 2.67 -2.72 -0.70
C 2.93 -3.60 -1.78
C 1.92 -4.02 -2.59
C 0.61 -3.52 -2.41
C -0.49 -3.91 -3.22
C -1.71 -3.34 -2.99
C -1.83 -2.34 -2.00
N -0.83 -1.95 -1.24
C 0.37 -2.58 -1.40
C 2.99 -0.92 4.20
C 3.06 -1.83 5.25
C 4.26 -2.47 5.50
C 5.38 -2.21 4.71
C 5.30 -1.30 3.66
C 4.10 -0.65 3.40
H 3.47 -2.44 -0.02
H 3.94 -3.97 -1.92
H 2.11 -4.74 -3.39
H -0.35 -4.64 -4.00
H -2.58 -3.63 -3.56
H -2.78 -1.84 -1.84
H 2.19 -2.02 5.85
H 4.33 -3.18 6.31
H 6.32 -2.71 4.91
H 6.17 -1.09 3.05
H 4.02 0.08 2.60
*
```

Results
expectation value of S²	3.825
HOMO energy (alpha / beta)	-7.99 / -8.96	eV
E	-101874.360	eV
lowest unoccupied orbital energy (alpha / beta)	-3.04 / -3.25	eV


Number 1: largest force on an atom 0.0373 hartree/bohr. Number 2: largest force on an atom 0.0126 hartree/bohr. Number 3: largest force on an atom 0.0877 hartree/bohr. Number 4: largest force on an atom 0.0107 hartree/bohr. Number 5: largest force on an atom 0.0448 hartree/bohr.